Record 1
Molecular formula: C4H9NO2S
Method: DFT, ωB97M-V/def2-TZVPD

## Properties
Kohn-Sham gap = 10.8346 eV
Total charge = 0
Spin multiplicity = 1
E_LUMO = 0.625 eV

CARTESIAN COORDINATES (ANGSTROEM)
C -1.18949 -0.29086 1.13947
C -0.22609 -0.11103 -0.02163
C 0.27896 1.29764 -0.17453
C 0.80028 -1.19007 -0.23132
N -1.48237 -0.37757 -1.20948
O -2.97334 1.35446 -0.01497
O -3.62261 -1.00944 0.07482
S -2.58814 -0.02906 0.00409
H -1.20960 -1.29481 1.54166
H -1.11300 0.46022 1.91806
H 1.04144 1.49273 0.57860
H -0.53568 2.00851 -0.04559
H 0.72629 1.44538 -1.15655
H 1.56443 -1.11680 0.54171
H 1.27436 -1.07816 -1.20262
H 0.33446 -2.17025 -0.18362
H -1.45090 0.28422 -1.96826


Record 2
Molecular formula: C4H9NO2S
Method: DFT, ωB97M-V/def2-TZVPD

## Properties
Kohn-Sham gap = 10.1412 eV
Total charge = 0
SMILES = CN(C)[C@H](S)C(=O)O
Spin multiplicity = 1
E_LUMO = 0.593 eV

CARTESIAN COORDINATES (ANGSTROEM)
C 1.42546 1.08327 0.43687
N 0.49050 -0.04371 0.28121
C 1.09880 -1.15481 -0.48721
C -0.71314 0.25591 -0.50009
S -1.54802 1.90901 -0.30450
C -1.88021 -0.69026 -0.13896
O -2.85779 -0.86281 -0.79363
O -1.75225 -1.37660 1.06431
H 1.83987 1.65771 -0.43793
H 0.91001 1.85114 0.94785
H 2.29110 0.94438 0.97206
H 1.36579 -0.96133 -1.51522
H 1.84425 -1.61399 0.05233
H 0.41645 -1.95468 -0.46335
H -0.63021 0.17189 -1.68181
H -1.40680 2.03694 0.98367
H -0.89382 -1.25207 1.58439


Record 3
Molecular formula: C4H9NO2S
Method: DFT, ωB97M-V/def2-TZVPD

## Properties
Kohn-Sham gap = 8.5837 eV
Total charge = 0
SMILES = COCON(C)C=S
Spin multiplicity = 1
E_LUMO = -0.068 eV

CARTESIAN COORDINATES (ANGSTROEM)
C -1.50674 0.37226 -2.46088
O -1.95221 -0.70582 -1.46228
C -0.97372 -0.76786 -0.45328
O -0.79175 0.26799 0.38259
N 0.19221 -0.32051 1.23696
C -0.37281 -0.36266 2.61480
C 1.50046 -0.13664 0.90706
S 2.12886 0.82243 -0.36829
H -0.90498 -0.04632 -3.32477
H -1.05455 1.07818 -1.75736
H -2.63426 0.93848 -2.82732
H -1.52144 -1.63955 0.11753
H -0.04826 -1.17745 -0.89095
H -1.50898 -0.86136 2.77489
H 0.54087 -0.85728 3.26133
H -0.59122 0.78002 3.23506
H 2.38404 -0.25793 1.63688


Record 4
Molecular formula: C4H9NO3
Method: DFT, ωB97M-V/def2-TZVPD

## Properties
Kohn-Sham gap = 9.3397 eV
Total charge = 0
Spin multiplicity = 1
E_LUMO = 0.556 eV

CARTESIAN COORDINATES (ANGSTROEM)
C -1.02853 0.62798 -0.72405
C -0.46593 -0.64123 -1.36352
C 0.96935 -0.50991 0.95509
C 1.50835 0.67235 0.27216
H -2.71927 1.94070 -0.61298
H -3.04656 0.13689 -0.89237
H 0.50662 -0.47367 -1.87394
H -1.09638 -1.28660 -2.21497
H -0.18334 -1.36481 -0.58722
H 1.15917 -2.23059 1.31448
H 1.31737 1.30516 1.15259
H 2.59941 0.53389 0.15933
H 1.17509 0.79835 -0.70414
N -2.24661 1.10472 -1.12924
O -0.21989 1.25340 -0.12031
O 0.25033 -0.54371 1.91469
O 1.23390 -1.70812 0.37134


Record 5
Molecular formula: C4H9NO3
Method: DFT, ωB97M-V/def2-TZVPD

## Properties
Kohn-Sham gap = 10.7932 eV
Total charge = 0
SMILES = CCC(=O)NC(O)O
Spin multiplicity = 1
E_LUMO = 0.764 eV

CARTESIAN COORDINATES (ANGSTROEM)
C -2.30049 -0.20477 0.35902
C -1.26700 -1.27177 0.00138
C 0.04774 -0.66614 -0.44896
O 0.49684 -0.79553 -1.57361
N 0.71628 -0.01563 0.53351
C 1.85882 0.83936 0.25144
O 2.72708 0.26998 -0.63157
O 1.36105 2.07414 -0.20297
H -3.21445 -0.67616 0.68288
H -2.54025 0.41510 -0.53173
H -1.91338 0.46278 1.15057
H -1.08022 -1.89950 0.87501
H -1.64331 -1.90064 -0.80323
H 0.25125 0.13911 1.41261
H 2.40395 0.99323 1.20074
H 2.18740 -0.14286 -1.34303
H 1.90869 2.37933 -0.93207


Record 6
Molecular formula: C4H9NO4
Method: DFT, ωB97M-V/def2-TZVPD

## Properties
Kohn-Sham gap (alpha / beta) = 7.3548 / 7.6037 eV
Total charge = 0
Spin multiplicity = 1
E_LUMO (alpha / beta) = -2.259 / -2.306 eV

CARTESIAN COORDINATES (ANGSTROEM)
C 0.29586 1.96946 -1.54196
C 0.25148 0.51222 -1.96120
C 1.46635 0.03878 -2.73099
C 0.07550 -0.31741 -0.55475
O -1.01304 0.13728 -0.01660
O -0.83787 -2.54161 2.60946
N -0.73255 -1.37037 3.00714
O -0.60658 -0.88020 4.13930
O -0.87985 0.17576 -2.72103
H 1.19746 2.06517 -0.93638
H 0.34668 2.68399 -2.35824
H -0.57147 2.20231 -0.92110
H 2.39542 0.25504 -2.17322
H 1.34150 -1.04969 -2.89672
H 1.46140 0.54395 -3.71137
H 0.08425 -1.38282 -0.77704
H 1.02865 -0.04567 -0.10927
H -1.35737 -0.49902 -2.15212


Record 7
Molecular formula: C4H9NOS
Method: DFT, ωB97M-V/def2-TZVPD

## Properties
<S²> = 0.75
Kohn-Sham gap (alpha / beta) = 1.4154 / 8.8976 eV
Total charge = -1
Spin multiplicity = 2
E_LUMO (alpha / beta) = 2.258 / 3.289 eV

CARTESIAN COORDINATES (ANGSTROEM)
O 0.89936 -0.71625 -2.67143
C -0.25054 -0.68152 -2.27486
N -0.62019 -0.30501 -1.03709
C 0.35314 0.10896 -0.03598
C 0.04534 1.52713 0.48181
S -0.70802 1.72374 2.15179
C 0.48849 -0.99794 1.01133
H -1.10517 -0.92558 -2.91640
H -1.52143 -0.51882 -0.64140
H 1.30996 0.18833 -0.44921
H 0.87198 2.21279 0.29571
H -0.73299 1.92343 -0.17515
H -0.68583 0.42949 2.50153
H 1.03947 -1.85561 0.60313
H -0.48331 -1.41346 1.29195
H 1.09972 -0.69968 1.86428


Record 8
Molecular formula: C4H9NOS
Method: DFT, ωB97M-V/def2-TZVPD

## Properties
Kohn-Sham gap = 8.3948 eV
Total charge = 0
Spin multiplicity = 1
E_LUMO = 0.516 eV

CARTESIAN COORDINATES (ANGSTROEM)
C -1.60857 1.88738 0.48000
C -1.17359 0.96575 -0.37710
C -0.74227 -1.49675 -0.74872
C -0.47752 -0.23135 0.02370
N 2.30864 -0.75311 0.87783
O 2.04725 1.40339 -0.44183
S 1.73492 -0.01346 -0.56356
H -2.13443 2.76650 0.15236
H -1.46286 1.77524 1.54043
H -1.34264 1.08781 -1.43904
H -1.71452 -1.91528 -0.48546
H 0.01598 -2.24582 -0.52808
H -0.73661 -1.30056 -1.81931
H -0.36433 -0.37163 1.09219
H 2.68070 -0.05816 1.51111
H 2.96985 -1.49994 0.72547


Record 9
Molecular formula: C4H9NOS
Method: DFT, ωB97M-V/def2-TZVPD

## Properties
Kohn-Sham gap = 10.0390 eV
Total charge = 0
SMILES = O=CNCCCS
Spin multiplicity = 1
E_LUMO = 0.676 eV

CARTESIAN COORDINATES (ANGSTROEM)
O -2.99791 1.51097 -0.74693
C -2.47156 0.40998 -0.64547
N -1.16360 0.16391 -0.30632
C -0.54060 -0.93871 0.35502
C 0.92338 -0.86710 0.16372
C 1.54240 0.44922 0.58577
S 1.51001 1.80629 -0.72220
H -3.05853 -0.57484 -0.68293
H -0.66073 1.01511 -0.23371
H -0.93050 -1.87473 -0.14149
H -0.88499 -0.97961 1.37832
H 1.19795 -1.17478 -0.89476
H 1.34800 -1.67149 0.98108
H 2.62115 0.41218 0.92534
H 0.90155 0.75318 1.36928
H 2.66397 1.56043 -1.38471


Record 10
Molecular formula: C4H9NOS
Method: DFT, ωB97M-V/def2-TZVPD

## Properties
Kohn-Sham gap = 9.8677 eV
Total charge = 0
SMILES = NC(=O)CCCS
Spin multiplicity = 1
E_LUMO = 0.714 eV

CARTESIAN COORDINATES (ANGSTROEM)
N 0.87601 2.22754 1.35844
C 1.08750 1.34924 0.29771
O 1.59008 1.72317 -0.73868
C 0.41571 0.01725 0.47745
C 0.28043 -0.78400 -0.81769
C -1.16482 -1.13508 -1.17765
S -1.94412 -2.42354 -0.19196
H 1.24154 3.16214 1.40762
H 0.08174 2.06603 1.94679
H 1.09100 -0.50235 1.17917
H -0.48171 0.11463 1.08499
H 0.83364 -0.48202 -1.70053
H 0.72016 -1.76109 -0.59553
H -1.87339 -0.30285 -1.23118
H -1.18601 -1.36664 -2.25260
H -1.56775 -1.90244 0.95366


Record 11
Molecular formula: C4H9NOS2
Method: DFT, ωB97M-V/def2-TZVPD

## Properties
<S²> = 0.76
Kohn-Sham gap (alpha / beta) = 9.5188 / 5.8630 eV
Total charge = +1
Spin multiplicity = 2
E_LUMO (alpha / beta) = -4.347 / -7.994 eV

CARTESIAN COORDINATES (ANGSTROEM)
N 1.09428 0.91456 -0.57084
C -0.25253 1.41562 -0.19538
C -1.11860 1.57942 -1.46325
O -2.05184 2.32545 -1.34788
C -0.79408 0.40723 0.83708
S -1.34410 -1.01705 -0.10818
S -0.82572 -2.65720 0.93179
C 1.00165 -2.52750 0.82390
H 1.19957 1.19383 -1.54721
H 1.89411 1.43884 -0.21545
H -0.18072 2.40867 0.24070
H -0.81129 1.20926 -2.45400
H -0.02770 0.28414 1.59630
H -1.75176 0.72796 1.25689
H 1.22520 -3.27024 0.05200
H 1.28617 -1.55962 0.41803
H 1.45737 -2.87338 1.74551


Record 12
Molecular formula: C4H9NP
Method: DFT, ωB97M-V/def2-TZVPD

## Properties
Kohn-Sham gap = 10.0088 eV
Total charge = +1
Spin multiplicity = 1
E_LUMO = -3.944 eV

CARTESIAN COORDINATES (ANGSTROEM)
C -0.78311 0.29907 0.99320
C 0.95803 -1.21700 -0.23393
C -0.51429 -0.66879 -0.12728
C -0.07924 1.30452 0.13427
N -0.56499 0.55140 -1.08856
P 2.00983 0.31453 0.06338
H -1.91202 0.57149 1.02937
H -0.24416 0.05026 2.02198
H 1.01324 -1.95697 0.45408
H 0.99182 -1.76338 -1.12622
H -1.16578 -1.34280 -0.53446
H -0.20708 2.44257 0.24079
H -0.11707 0.48934 -2.00557
H -1.48521 0.64481 -1.41557
H 2.10001 0.28093 1.59453


Record 13
Molecular formula: C4H9NS
Method: DFT, ωB97M-V/def2-TZVPD

## Properties
Kohn-Sham gap = 9.4349 eV
Total charge = 0
Spin multiplicity = 1
E_LUMO = 1.011 eV

CARTESIAN COORDINATES (ANGSTROEM)
C 0.61673 0.97548 1.45559
C 0.36034 -0.13506 0.41434
C 0.01844 0.30557 -1.01946
C -0.84451 -0.95385 0.59847
H 1.30951 2.94772 1.29078
H 2.28696 1.78432 0.37897
H -0.34741 1.29027 1.79044
H 1.03186 0.53189 2.36698
H 1.20255 -0.75980 0.27273
H 0.83642 0.46143 -1.77055
H -0.63584 1.16431 -1.08934
H -1.70741 -0.36754 0.66824
H -0.78035 -1.90905 1.29884
N 1.41017 2.01952 0.89197
S -0.87334 -1.27706 -1.25903


Record 14
Molecular formula: C4H9NS
Method: DFT, ωB97M-V/def2-TZVPD

## Properties
Kohn-Sham gap = 9.7058 eV
Total charge = 0
SMILES = C1=NC1.CCS
Spin multiplicity = 1
E_LUMO = 1.071 eV

CARTESIAN COORDINATES (ANGSTROEM)
C 3.31992 -0.02139 -0.77682
N 2.20168 0.51722 -0.61292
C 2.93938 0.89757 -1.85992
H 4.25862 -0.40525 -0.52016
H 3.39989 1.97163 -1.82677
H 2.43434 0.71042 -2.70860
C -3.02479 -0.17852 1.09525
C -1.64375 -0.80976 1.19482
S -0.68821 -0.95387 -0.35819
H -2.85956 0.77569 0.80967
H -3.72822 -0.69300 0.31121
H -3.49467 -0.21645 1.98792
H -1.63510 -1.79729 1.77292
H -1.06735 -0.10569 1.72120
H -0.41217 0.30869 -0.22962


Record 15
Molecular formula: C4H9NS
Method: DFT, ωB97M-V/def2-TZVPD

## Properties
Kohn-Sham gap = 9.6367 eV
Total charge = 0
SMILES = N[C@H]1C[C@H](S)C1
Spin multiplicity = 1
E_LUMO = 0.913 eV

CARTESIAN COORDINATES (ANGSTROEM)
N 0.66668 0.96468 1.82880
C 0.67750 0.02319 0.74943
C -0.73401 -0.61862 0.36278
C -0.66867 -0.19439 -1.10004
S 0.28270 -1.19879 -2.31321
C 0.55321 0.66311 -0.65734
H -0.01982 1.75521 1.90097
H 0.60227 0.70703 2.79989
H 1.46463 -0.60051 0.81557
H -1.43644 -0.22882 1.05890
H -0.65720 -1.70647 0.59931
H -1.56143 0.34103 -1.55180
H -0.65663 -2.21393 -2.72972
H 0.28943 1.68634 -0.21655
H 1.19779 0.62094 -1.54699


Record 16
Molecular formula: C4H9O2
Method: DFT, ωB97M-V/def2-TZVPD

## Properties
Kohn-Sham gap = 7.2408 eV
Total charge = -1
Spin multiplicity = 1
E_LUMO = 3.612 eV

CARTESIAN COORDINATES (ANGSTROEM)
C 1.10426 -1.09131 -2.03412
C 1.55181 -0.28420 -0.86527
H 1.71413 -1.96579 -2.26820
H 0.11584 -1.51183 -1.76796
H 1.03745 -0.52316 -2.93455
H 2.57233 0.13578 -0.80246
H 1.63147 -0.50885 0.20560
H 0.88128 0.61099 -0.78991
C -1.73858 0.97655 1.03466
C -1.18056 0.36799 2.37463
O -0.45267 1.09041 3.06030
O -1.59087 -0.79140 2.69777
H -1.32399 0.52398 0.14665
H -1.49918 2.06305 0.98628
H -2.82271 0.90779 0.95659


What are the energy above the lowest of the compared OMol25 structures with the same formula, charge and spin values for these records? In order: 1.901 2.000 7.156 6.255 0.385 7.932 0.620 2.903 1.555 0.729 0.532 2.697 1.509 3.999 2.765 0.838 eV.
What are the E values for these records? In order: -20713.1317 -20713.0329 -20707.8772 -11921.2866 -11927.1563 -13967.2248 -18665.6419 -18664.6235 -18665.9715 -18666.7976 -29492.8112 -15062.8656 -16617.9452 -16615.4555 -16616.6896 -8389.6534 eV.